[1]
# C12H38N5O7

A cluster of 7 separate species, C12H38N5O7 in total in a non-equilibrium geometry (ωB97M-V/def2-TZVPD, the Open Molecules 2025 dataset).

HOMO-LUMO gap (eV): 9.25
Charge: -1
Highest occupied orbital energy (Eh): -0.2395
Energy relative to the best compared isomer or geometry (same formula, charge and spin) (eV): 0.2456

Each line ends with the Mulliken charge.
Geometry (Å):
1 O 0.35604 -0.15205 -0.51698  -0.170
2 H -0.25146 -0.21683 0.22028  -0.206
3 C -1.71493 -0.57500 -4.65722  -1.525
4 C -0.66361 -0.42128 -3.57997  0.442
5 O -1.12549 0.55890 -2.67789  -0.586
6 H -2.71774 -0.81238 -4.29041  0.336
7 H -1.51476 -1.36346 -5.39081  0.383
8 H -1.83962 0.34647 -5.23066  0.329
9 H 0.23472 -0.03681 -4.09234  0.247
10 H -0.34242 -1.35453 -3.11229  0.045
11 H -0.60263 0.44957 -1.84287  0.260
12 C 3.97980 2.78021 -1.80287  -1.478
13 C 2.98896 1.90078 -1.08127  0.422
14 O 1.83088 1.83431 -1.88221  -0.586
15 H 3.68006 3.83042 -1.80894  0.314
16 H 4.03296 2.49156 -2.85877  0.342
17 H 4.98745 2.76825 -1.38060  0.376
18 H 2.77801 2.49652 -0.17908  0.175
19 H 3.40910 0.93815 -0.78605  0.123
20 H 1.18283 1.24327 -1.44478  0.021
21 C 0.35023 -2.09194 3.99565  -1.387
22 C 0.21867 -1.88340 2.49284  0.431
23 O 1.16179 -0.87241 2.14258  -0.552
24 H 0.11045 -1.14691 4.48158  0.260
25 H 1.37611 -2.38634 4.20770  0.330
26 H -0.33348 -2.87223 4.33302  0.397
27 H -0.77189 -1.52017 2.17466  0.034
28 H 0.30934 -2.82732 1.94207  0.271
29 H 1.07677 -0.71583 1.17206  0.007
30 C 2.96669 -2.50171 -1.59537  0.473
31 O 3.51202 -3.52533 -2.00290  -0.692
32 N 2.19646 -1.72192 -2.44570  -0.146
33 N 3.08730 -1.99057 -0.32796  -0.290
34 H 1.61281 -1.01681 -2.02156  -0.001
35 H 2.12805 -2.11089 -3.36742  0.181
36 H 2.68276 -1.09087 -0.13922  0.079
37 H 3.07417 -2.73452 0.35425  0.249
38 C -1.82865 -3.15055 -0.88425  0.453
39 O -2.37155 -4.25885 -0.81039  -0.747
40 N -2.56213 -2.00355 -1.04180  -0.246
41 N -0.48904 -2.98198 -0.85385  -0.045
42 H -2.06137 -1.13769 -1.15429  0.144
43 H -3.51496 -2.10881 -0.74880  0.227
44 H -0.03598 -2.06380 -0.92694  0.080
45 H 0.10945 -3.78078 -0.75784  0.172
46 C -2.32875 2.12558 0.26206  -1.425
47 C -1.57302 2.71989 1.42945  0.547
48 C -1.97738 1.99424 2.72949  -0.513
49 O -1.47754 2.64249 3.87925  -0.339
50 C -2.21475 2.32292 5.02913  -0.711
51 N -0.12098 2.49916 1.21608  -0.631
52 H -3.38092 2.43635 0.28793  0.506
53 H -2.24614 1.05121 0.12165  0.106
54 H -2.01222 2.59596 -0.67380  0.434
55 H -1.76738 3.78901 1.54384  0.214
56 H -1.63842 0.95181 2.72528  0.040
57 H -3.08204 1.98994 2.73513  0.462
58 H -3.24631 2.67789 4.93790  0.291
59 H -1.76547 2.84938 5.87191  0.288
60 H -2.19685 1.25449 5.26608  0.269
61 H 0.29913 2.26214 2.11160  0.330
62 H 0.03686 1.62666 0.70460  0.185

[2]
# C12H39B2NO4Ti

A structure of composition C12H39B2NO4Ti in a non-equilibrium geometry (ωB97M-V/def2-TZVPD, the Open Molecules 2025 dataset).

HOMO-LUMO gap (alpha / beta) (eV): 1.75 / 8.69
⟨S²⟩: 6.003
Charge: -2
Spin multiplicity: 5
Highest occupied orbital energy (alpha / beta) (Eh): 0.1111 / -0.1441

Each line ends with the Mulliken spin population.
Geometry (Å):
1 Ti 1.00522 -9.83327 8.06604  2.972
2 B 0.67745 -7.80946 9.33540  -0.022
3 H 0.56781 -7.12916 10.16572  -0.006
4 H 0.38580 -7.39877 8.38120  0.046
5 H 1.70839 -8.10476 9.21620  0.009
6 H 0.08518 -8.66057 9.63383  0.056
7 B 1.89529 -11.32140 10.06902  0.085
8 H 0.90747 -10.88867 10.10341  0.030
9 H 1.86372 -12.32670 9.67836  0.013
10 H 2.47451 -10.73845 9.36980  0.114
11 H 2.30877 -11.37913 11.06399  -0.003
12 C 5.87811 -11.20434 6.72300  0.100
13 O 4.79868 -10.26122 6.47653  -0.177
14 C 4.61324 -9.23443 7.47265  0.132
15 C 3.52708 -8.19334 6.94917  0.006
16 N 2.51156 -8.88210 6.19262  -0.144
17 C 1.65517 -8.24399 5.22898  0.065
18 C 0.81414 -9.18891 4.32294  -0.671
19 O 1.76998 -9.95181 3.62244  -1.064
20 C 1.19714 -10.85747 2.67868  2.808
21 H 6.86024 -10.74322 6.61870  0.014
22 H 5.60586 -11.99340 6.02202  -0.064
23 H 5.84217 -11.49105 7.77401  0.021
24 H 5.59385 -8.75890 7.45347  0.005
25 H 4.24927 -9.64931 8.41259  0.010
26 H 4.01979 -7.34990 6.46548  0.008
27 H 2.89889 -7.76454 7.72994  0.024
28 H 2.95519 -9.60789 5.64809  0.058
29 H 2.34171 -7.61270 4.66486  0.101
30 H 0.93704 -7.53843 5.64679  0.031
31 H 0.06523 -8.59930 3.79419  -0.247
32 H 0.27190 -9.87796 4.97047  0.313
33 H 0.63318 -11.55565 3.29721  0.228
34 H 2.06112 -11.33445 2.21593  -0.709
35 H 0.61459 -10.39858 1.87984  -0.492
36 C -1.16343 -11.86069 6.52166  0.066
37 C -0.12493 -12.73155 7.22335  -0.585
38 C 0.13755 -14.05219 6.58792  0.945
39 O 1.03008 -11.99208 7.42843  -0.455
40 H -2.13563 -12.34919 6.45614  -0.134
41 H -0.91179 -11.65616 5.48102  0.146
42 H -1.31729 -10.90117 7.01537  0.238
43 H -0.54373 -12.88511 8.21791  0.043
44 H -0.80550 -14.47932 6.24686  -0.319
45 H 0.64034 -14.76437 7.24222  0.103
46 H 0.64397 -13.88469 5.63735  -0.018
47 H 1.69228 -12.27993 8.06108  0.008
48 C -2.59276 -6.31105 6.38408  0.178
49 C -2.64706 -7.54055 7.30350  -0.073
50 C -3.65637 -8.62664 6.91161  0.178
51 O -1.34491 -8.13338 7.22960  0.010
52 H -3.50579 -5.71752 6.33715  -0.045
53 H -2.38711 -6.48881 5.32853  -0.022
54 H -1.87243 -5.60240 6.79279  0.068
55 H -2.83123 -7.30382 8.35143  -0.001
56 H -3.50877 -8.88046 5.86190  -0.047
57 H -4.70775 -8.44488 7.13446  -0.059
58 H -3.47759 -9.60979 7.34697  0.150
59 H -0.68264 -7.54170 7.59415  -0.026